1.
ORCA calculation (ωB97M-V/def2-TZVPD) on a 2-piece molecular cluster, C2H10N3 overall.

```
15
Properties=species:S:1:pos:R:3:forces:R:3
C 2.04040 0.64453 -1.10285 -0.3 -2.5 0.7
N 0.76425 1.03202 -0.53364 2.0 2.0 -2.3
H 2.51065 1.47450 -1.67504 0.0 0.2 0.5
H 2.64085 0.13092 -0.33777 0.5 1.1 0.0
H 1.90374 -0.16721 -1.83308 -0.4 0.4 -0.3
H 0.13934 1.23982 -1.32065 -0.8 0.0 0.6
H 0.81793 1.75662 0.19226 -0.4 -0.4 0.4
H -2.23831 -0.24577 -0.52919 -0.2 -0.5 -0.1
N -0.21923 -1.10899 0.87056 -0.7 0.8 0.3
C -1.46009 -0.79931 1.25564 0.4 -0.7 -0.1
N -2.42312 -0.51070 0.43125 0.1 1.0 0.0
H 0.40561 -1.54897 1.53801 0.1 0.3 -0.1
H 0.13109 -0.79201 -0.02644 -0.2 -1.1 0.2
H -1.65737 -0.83787 2.31936 -0.3 -0.4 0.0
H -3.35574 -0.26760 0.75157 0.1 -0.1 0.3
```
Forces are in eV/Å.

Output
Multiplicity: 2
⟨S²⟩: 0.754
Electronic energy (eV): -6686.5731
Energy above the lowest of the compared OMol25 structures with the same formula, charge and spin (eV): 0.456
Gap between HOMO and LUMO (alpha / beta) (eV): 12.445 / 6.779
Charge: +2
Molecular weight (g mol⁻¹): 76.123
Lowest unoccupied orbital energy (alpha / beta) (Ha): -0.2922 / -0.4977

---

2.
ORCA calculation (ωB97M-V/def2-TZVPD) on C29H52F3N6O11S2Sn2 as an isolated structure.

```
105
Properties=species:S:1:pos:R:3:forces:R:3
C 3.02612 2.79389 1.29553 -0.4 1.6 -0.8
O 1.89513 2.40246 2.12333 1.5 -0.1 -0.7
C 2.32312 2.10500 3.45351 -1.2 -0.2 -1.1
C 1.05078 1.57711 4.09379 0.2 -1.5 1.3
N 0.66065 0.16125 3.62770 0.6 0.5 -0.1
H -0.14570 -0.08358 4.19461 0.0 0.0 0.2
H 0.31690 0.27675 2.67268 0.4 -0.5 -0.3
C 1.66363 -1.03155 3.69650 -1.2 1.4 1.0
C 1.92670 -1.45204 5.15090 0.8 -0.7 -1.2
O 2.54326 -0.45047 5.88226 -0.7 0.5 0.3
C 3.18164 -0.99546 7.04056 0.2 0.6 0.8
H 2.67129 3.57428 0.61826 -0.5 -0.2 -0.1
H 3.49219 2.07528 0.62128 -0.4 -0.7 0.6
H 3.82845 3.34846 1.78651 -0.1 -0.4 0.8
H 2.65221 3.03006 3.92806 0.1 -0.2 0.4
H 3.11773 1.36190 3.37101 0.1 0.1 0.7
H 0.16161 2.15519 3.84768 0.3 0.4 0.0
H 1.09405 1.36941 5.16268 0.5 0.9 0.1
H 2.53216 -0.67914 3.14732 0.1 -0.5 0.0
H 1.06814 -1.80178 3.20845 0.6 -0.2 -0.3
H 2.59826 -2.31661 5.07839 0.1 -0.1 -0.2
H 1.03187 -1.90638 5.59725 -0.4 0.5 0.3
H 3.36042 -0.25208 7.81922 0.0 0.7 -0.6
H 4.15921 -1.35186 6.71845 -0.2 -0.7 0.3
H 2.51521 -1.65338 7.60213 0.2 -0.8 -0.6
C 0.49991 5.38985 -1.31500 -0.9 0.6 -0.8
O -0.28064 4.38346 -0.66720 1.1 -0.1 1.6
C -0.36808 3.18084 -1.34468 -2.2 -0.3 -1.3
C -1.22330 2.14054 -0.58439 1.2 1.0 1.8
N -2.45917 2.83852 0.03584 -0.1 -1.1 -1.6
H -2.68453 2.38979 0.91561 0.1 -0.1 0.1
H -2.20392 3.79898 0.27772 0.0 0.5 -0.6
C -3.73252 2.71949 -0.79275 -1.0 0.5 -0.1
C -3.85706 3.65812 -2.00247 1.5 0.8 0.5
O -3.47456 4.93087 -1.53205 0.2 0.7 0.5
C -3.37501 5.91582 -2.56303 -1.3 0.2 -0.3
H 0.28575 6.33586 -0.82331 0.1 -0.2 0.3
H 0.11560 5.50415 -2.33305 0.1 0.0 -0.1
H 1.57724 5.24404 -1.39742 0.0 -0.5 0.4
H 0.55463 2.74704 -1.73547 0.2 0.0 0.3
H -1.04805 3.41015 -2.17864 0.5 -0.2 -0.8
H -0.70340 1.76530 0.29966 0.3 0.1 0.0
H -1.43896 1.24957 -1.16823 -0.7 0.4 -0.3
H -4.55168 2.94374 -0.10761 0.1 0.3 0.1
H -3.88906 1.68098 -1.08157 0.5 -0.1 -0.1
H -4.87700 3.70479 -2.38944 0.0 -0.5 0.0
H -3.12390 3.44100 -2.78463 -0.4 -0.7 -0.3
H -2.74542 5.59247 -3.39297 0.4 0.1 0.2
H -3.13830 6.90344 -2.17298 0.8 -0.4 0.4
H -4.36181 6.13399 -2.98532 -0.2 -0.5 -0.1
Sn -0.30296 -5.08455 -0.31804 -0.6 1.7 -1.8
Sn -2.63789 -1.71921 2.65025 -0.6 -1.3 -3.4
S -0.22666 -1.53313 0.13560 1.8 0.0 -1.6
O -0.31486 -0.57828 1.26069 -0.6 0.1 0.9
O 0.84946 -2.53067 0.27118 -0.7 -1.3 0.9
O -1.49380 -2.24617 0.09017 -2.9 -1.4 1.4
O 0.00731 -0.91138 -1.15861 -0.6 1.4 0.6
C -5.49670 -4.44442 -1.11134 -0.7 0.5 1.6
F -5.63910 -5.71857 -1.45064 0.8 1.0 0.2
F -4.94954 -3.69875 -2.04457 0.3 -0.3 -0.6
F -6.68332 -3.95007 -0.78978 -0.2 0.0 -0.3
S -4.49391 -4.22159 0.52045 0.3 -3.3 1.2
O -4.60055 -2.81718 1.01619 1.2 1.3 0.5
O -5.07300 -5.17532 1.44420 0.3 1.2 -0.9
O -3.10399 -4.57049 0.15967 0.7 0.4 -0.3
N -0.13888 -2.94492 -2.86826 -1.4 -0.2 0.0
C -1.18729 -3.74501 -3.23200 -0.7 -0.4 0.0
C -0.68857 -4.98223 -3.64942 1.1 0.8 0.9
C 0.73152 -4.86190 -3.47861 1.0 -0.2 0.5
C 1.02662 -3.59210 -2.95570 -0.1 -0.5 0.1
H -0.17268 -1.99473 -2.53679 -0.3 0.0 0.1
H -2.21140 -3.40556 -3.24328 0.1 0.2 0.0
H -1.17273 -5.82474 -4.11594 -0.3 0.2 0.1
H 1.49362 -5.52835 -3.85388 -0.1 -0.3 0.2
H 1.85274 -3.00482 -2.57993 0.7 -0.6 -0.5
N 2.13293 0.19805 -2.38752 1.9 1.1 0.3
C 3.00820 0.48679 -1.36109 0.7 -0.5 0.8
C 4.28499 0.77002 -1.84200 -1.9 0.2 0.4
C 4.12757 0.81169 -3.24227 0.4 0.1 -0.5
C 2.85075 0.44939 -3.54653 -1.2 -0.4 -0.5
H 1.18351 -0.09021 -2.20086 0.4 0.3 -0.5
H 2.69824 0.50110 -0.32560 -0.2 -0.4 -0.1
H 5.15293 0.98938 -1.24189 0.0 0.1 -0.1
H 4.85757 1.15495 -3.95840 0.0 -0.3 0.0
H 2.35314 0.33822 -4.49746 0.2 0.1 -0.1
N 3.21328 -2.40361 1.36777 0.2 -0.2 0.8
C 4.41811 -1.75726 1.18678 -0.1 -0.9 0.5
C 5.32237 -2.42808 1.97708 2.0 0.9 -0.6
C 4.74951 -3.51220 2.61171 -2.2 -0.1 0.5
C 3.39631 -3.43163 2.29420 0.4 0.2 -0.7
H 2.30117 -2.18197 0.96221 1.0 -0.1 0.1
H 4.63690 -1.01172 0.44108 -0.4 0.1 0.0
H 6.37182 -2.18552 2.06382 0.0 0.1 -0.2
H 5.18560 -4.23664 3.27964 0.1 0.1 0.0
H 2.57414 -4.01861 2.67641 -0.1 0.0 -0.2
N -2.43695 -0.55264 -2.51565 0.4 -0.5 0.0
C -2.18327 0.26630 -3.59088 -2.2 -0.5 0.6
C -3.47599 0.70760 -3.96685 2.0 1.6 -0.6
C -4.44071 0.26821 -3.05478 0.8 -0.9 -0.3
C -3.76462 -0.62903 -2.24648 -0.8 0.9 1.3
H -1.71756 -0.94384 -1.92097 -0.4 0.0 -0.3
H -1.15760 0.33366 -3.91519 -0.2 0.4 -0.5
H -3.65373 1.45561 -4.72565 0.0 -0.2 -0.2
H -5.46651 0.59826 -3.04550 -0.1 -0.4 0.0
H -4.11727 -1.12166 -1.35151 0.1 -0.3 -0.1
```
Forces are in eV/Å.

Output
Electronic energy (eV): -103832.3196
Gap between HOMO and LUMO (eV): 1.927
Charge: +3
Molecular weight (g mol⁻¹): 1019.316
Lowest unoccupied orbital energy (Ha): -0.4448

---

3.
ORCA calculation (ωB97M-V/def2-TZVPD) on CH14Ba3O10 as an isolated structure.

```
28
Properties=species:S:1:pos:R:3:forces:R:3
Ba 22.65126 -21.14809 5.81442 -0.2 -0.3 0.9
Ba 26.05630 -20.87603 2.31419 0.5 -0.3 0.3
Ba 25.87394 -26.37341 3.05438 -0.1 -0.4 0.8
C 25.23096 -23.34017 4.44942 0.7 -1.1 -1.0
O 25.49455 -23.51652 3.20421 0.6 0.9 -1.5
O 25.06052 -24.40309 5.12864 -0.4 0.6 0.7
O 25.19160 -22.14189 4.91725 -1.1 0.5 -0.1
O 22.92383 -23.45835 1.58811 0.2 0.3 0.2
H 22.54380 -24.13834 2.16011 -0.1 0.1 -0.2
H 23.87987 -23.52970 1.68467 -0.2 -0.3 0.1
O 22.35426 -23.67068 5.21780 0.2 -0.1 0.1
H 23.27703 -24.00596 5.25983 -0.2 -0.4 0.1
H 21.80306 -24.43178 5.46948 -0.1 0.3 -0.1
O 24.06496 -22.54306 7.62045 0.3 0.1 -0.4
H 24.67079 -22.97048 6.99045 0.0 -0.1 0.3
H 24.47787 -22.67258 8.49151 -0.4 0.1 0.0
O 27.62616 -24.46016 6.55279 -0.3 -0.1 -0.4
H 26.80009 -24.39254 6.05525 -0.1 0.4 0.3
H 27.92989 -23.56076 6.72550 0.2 -0.2 0.1
O 26.76280 -19.85721 5.01363 -0.3 -0.3 -0.9
H 26.04649 -20.50446 4.96677 0.2 -0.3 1.0
H 27.29587 -20.15071 5.77000 0.1 0.3 -0.2
O 24.05483 -27.20384 5.11419 0.4 0.5 -0.1
H 23.77951 -27.84911 5.78706 0.0 -0.1 -0.4
H 24.44563 -26.47796 5.62350 -0.2 -0.1 0.2
O 27.28297 -26.94736 5.24663 -0.5 0.2 0.1
H 27.24690 -27.67786 5.88649 0.2 0.0 -0.3
H 27.47853 -26.16274 5.79380 0.6 -0.1 0.1
```
Forces are in eV/Å.

Output
Electronic energy (eV): -23788.4917
Energy above the lowest of the compared OMol25 structures with the same formula, charge and spin (eV): 0.000
Gap between HOMO and LUMO (eV): 9.572
Charge: +4
Molecular weight (g mol⁻¹): 598.097
Lowest unoccupied orbital energy (Ha): -0.4781

---

4.
ORCA calculation (ωB97M-V/def2-TZVPD) on one molecule with the formula C36H32O6S2.

```
76
Properties=species:S:1:pos:R:3:forces:R:3
C 2.17251 6.93418 -4.01965 -0.9 -0.2 -0.1
O 0.86777 6.33190 -3.80325 1.1 -0.8 0.0
C 0.86563 5.00595 -3.44604 -1.0 -1.1 0.8
C -0.39723 4.46233 -3.05998 1.0 0.2 -0.4
C -0.51977 3.16157 -2.58656 1.0 0.0 0.3
C 0.63414 2.33864 -2.43889 0.7 1.3 -0.8
C 0.58824 1.04637 -1.75232 -2.8 -1.5 0.1
C -0.38690 0.90205 -0.77178 2.3 0.7 -1.7
C -0.75864 -0.25745 0.05817 -0.6 -0.1 3.2
C -2.22031 -0.61395 -0.11155 -1.3 -1.8 0.2
C -2.68431 -1.97471 -0.15034 -1.1 1.6 -0.4
C -4.08819 -2.27292 -0.20598 2.2 0.0 0.4
C -5.03476 -1.26649 -0.15015 0.1 0.5 1.0
C -4.60333 0.05838 -0.05281 1.4 -0.6 -0.1
C -3.21402 0.35954 -0.11394 -1.1 0.9 -0.1
C -0.49533 0.20461 1.69002 -2.0 2.1 -1.3
S 1.24693 0.53713 1.99033 3.8 0.3 -0.1
O 2.03068 0.53703 0.74334 -1.6 -0.5 1.5
O 1.31044 1.74505 2.76637 -0.5 -0.1 0.2
C 2.06961 -0.76836 3.01911 -0.1 -0.4 0.3
C 2.19993 -0.61829 4.41681 -0.5 0.7 -0.7
C 2.91187 -1.54569 5.15856 0.6 -0.6 0.0
C 3.55116 -2.64043 4.53420 -0.9 0.9 -0.4
C 3.39092 -2.79878 3.15149 0.3 -0.2 0.4
C 2.66720 -1.87811 2.40483 -0.6 0.6 -0.8
S -1.17611 -0.55669 3.25084 -1.6 -0.2 1.7
O -1.16854 0.53337 4.22413 1.1 -0.9 -0.9
O -0.54878 -1.84856 3.51035 -0.2 1.3 -0.7
C -2.96183 -0.90275 3.25671 -1.0 -0.3 -0.1
C -3.88273 0.07616 3.69464 0.6 0.0 -0.4
C -5.23784 -0.22773 3.79881 0.0 0.0 0.0
C -5.69312 -1.52364 3.53092 0.3 -0.2 -0.1
C -4.77911 -2.53582 3.20375 0.1 0.5 0.2
C -3.41995 -2.21553 3.09584 0.4 0.0 -0.4
C 1.32039 -0.08311 -2.41995 1.1 -1.0 -0.1
C 1.61160 -0.14350 -3.83247 -1.3 2.0 1.4
C 2.47634 -1.04200 -4.36821 0.7 -1.3 -0.5
C 3.02220 -2.06372 -3.56081 -0.2 0.5 0.4
O 3.87677 -2.92252 -4.17393 0.1 -0.2 0.1
C 4.46734 -3.98019 -3.41135 -0.2 0.3 -0.1
C 2.67999 -2.09786 -2.19575 1.1 -1.6 -1.3
C 1.86720 -1.14641 -1.66855 -0.9 1.8 1.0
C 1.88219 2.83951 -2.92770 -0.8 -0.5 1.2
C 1.98032 4.14613 -3.35928 0.4 1.6 -0.9
H 1.89914 7.96779 -4.23611 0.4 -0.1 0.0
H 2.79937 6.87116 -3.11482 -0.2 0.0 -0.3
H 2.68280 6.47576 -4.88685 -0.2 0.2 0.4
H -1.25845 5.10082 -3.15285 -0.2 0.1 0.0
H -1.49545 2.80013 -2.22766 0.5 0.2 -0.5
H -0.96544 1.81811 -0.57175 0.5 -0.6 0.2
H -0.14098 -1.10340 0.27247 0.4 -1.0 -2.0
H -1.94114 -2.74693 -0.20080 0.1 -0.4 0.2
H -4.37663 -3.31509 -0.11545 -0.1 0.1 -0.3
H -6.07916 -1.51551 0.04234 0.2 0.1 -0.4
H -5.29797 0.84466 0.20124 -0.1 0.2 -0.4
H -2.96206 1.43490 -0.17458 0.0 -0.7 0.4
H -0.93591 1.27154 1.68626 0.7 -1.5 0.6
H 1.73962 0.24436 4.91778 0.2 -0.4 -0.3
H 2.98683 -1.40575 6.24403 0.0 -0.1 -0.5
H 4.13930 -3.34002 5.11041 0.0 0.0 0.0
H 3.85494 -3.64858 2.64428 -0.1 0.3 0.2
H 2.56350 -2.01383 1.30918 0.1 0.1 0.8
H -3.51529 1.06594 3.97160 -0.1 -0.3 -0.2
H -5.93510 0.56635 4.10289 0.3 -0.5 -0.1
H -6.75527 -1.75586 3.59785 0.2 0.1 0.0
H -5.10501 -3.56910 3.02851 0.1 0.5 0.1
H -2.67615 -2.98643 2.88211 -0.3 0.2 0.0
H 1.14652 0.61823 -4.48851 0.4 -0.5 0.5
H 2.74515 -1.00783 -5.43588 -0.2 -0.1 0.6
H 5.15238 -4.49692 -4.09766 -0.3 0.2 0.3
H 5.02394 -3.58232 -2.55064 -0.1 -0.1 -0.2
H 3.68898 -4.67160 -3.05679 0.2 0.1 -0.1
H 3.06072 -2.90956 -1.56632 -0.1 0.4 -0.2
H 1.74934 -1.12689 -0.57596 0.0 -0.1 -0.8
H 2.82660 2.26990 -2.80719 -0.9 0.2 -0.2
H 2.96036 4.55130 -3.66911 -0.5 -0.4 0.3
```
Forces are in eV/Å.

Output
Electronic energy (eV): -71801.8551
Gap between HOMO and LUMO (eV): 7.757
Molecular weight (g mol⁻¹): 624.780
Lowest unoccupied orbital energy (Ha): 0.0080
Structure (SMILES): COc1ccc(C(=C[C@H](c2ccccc2)C(S(=O)(=O)c2ccccc2)S(=O)(=O)c2ccccc2)c2ccc(OC)cc2)cc1